1.
{
  "formula": "C5H5N",
  "method": "wB97M-V/def2-TZVPD",
  "species": ["C", "C", "C", "C", "C", "N", "H", "H", "H", "H", "H"],
  "coordinates": [[1.069, -0.860, -1.682], [-1.260, 0.319, -0.902], [-0.090, -0.197, -1.107], [-0.209, 0.664, 0.134], [-0.020, -0.095, 1.427], [2.023, -1.484, -1.926], [-2.228, 0.630, -1.282], [0.268, 1.679, -0.021], [0.678, 0.596, 2.116], [0.707, -0.911, 1.385], [-0.938, -0.341, 1.857]],
  "nbo_charge": [0.184, -0.132, -0.023, -0.288, -0.612, -0.309, 0.227, 0.260, 0.229, 0.236, 0.228],
  "lumo_ev": [0.9, -3.1],
  "charge": 0,
  "gap_ev": [7.5, 7.4],
  "spin_multiplicity": 3
}


2.
{
  "formula": "C34H32ClIN2O3PdS",
  "method": "wB97M-V/def2-TZVPD",
  "species": ["Pd", "O", "C", "O", "C", "C", "C", "C", "C", "C", "S", "H", "H", "H", "H", "Cl", "C", "C", "C", "I", "C", "O", "C", "N", "C", "C", "C", "C", "H", "H", "H", "H", "C", "C", "C", "C", "C", "C", "C", "C", "N", "C", "C", "C", "C", "C", "C", "C", "C", "C", "C", "H", "H", "H", "H", "H", "H", "H", "H", "H", "H", "H", "H", "H", "H", "H", "H", "H", "H", "H", "H", "H", "H", "H", "H"],
  "coordinates": [[-1.737, -0.111, 0.953], [-4.983, 1.446, -1.066], [-4.364, 0.671, -0.362], [-3.246, 1.021, 0.279], [-4.925, -0.772, -0.228], [-5.648, -1.234, -1.302], [-5.889, -2.573, -1.484], [-5.641, -3.455, -0.438], [-5.168, -2.965, 0.779], [-4.583, -1.696, 0.843], [-3.574, -1.339, 2.156], [-5.900, -0.530, -2.097], [-6.136, -2.883, -2.495], [-5.772, -4.518, -0.523], [-5.154, -3.680, 1.613], [1.176, 4.533, -6.644], [0.669, 4.354, -5.034], [-0.638, 3.996, -4.695], [-1.128, 3.773, -3.396], [-2.902, 2.805, -2.899], [-0.251, 3.988, -2.218], [-0.565, 3.775, -1.026], [1.132, 4.533, -2.626], [1.866, 4.871, -1.548], [3.155, 5.224, -1.786], [3.800, 5.010, -3.044], [3.074, 4.737, -4.131], [1.623, 4.547, -3.979], [-1.400, 3.947, -5.469], [3.778, 5.593, -0.977], [4.880, 5.196, -3.050], [3.517, 4.682, -5.104], [1.523, 3.977, 1.484], [1.412, 2.630, 2.203], [1.856, 2.528, 3.508], [1.617, 1.257, 4.184], [1.916, 1.001, 5.696], [1.178, 0.175, 3.439], [0.666, 0.301, 2.092], [0.855, 1.552, 1.482], [-0.061, -0.801, 1.612], [0.502, -2.028, 0.951], [-0.296, -2.303, -0.369], [0.201, -3.597, -1.015], [1.617, -3.467, -1.408], [2.457, -3.174, -0.132], [2.340, -4.383, 0.795], [0.813, -4.533, 1.230], [0.011, -4.741, -0.025], [0.277, -3.248, 1.843], [1.956, -1.852, 0.607], [2.551, 4.294, 1.402], [0.907, 4.727, 2.043], [1.079, 3.863, 0.495], [2.435, 3.276, 4.027], [2.832, 1.541, 6.015], [2.062, -0.102, 5.767], [1.104, 1.390, 6.311], [1.119, -0.777, 3.967], [0.504, 1.694, 0.467], [-0.217, -1.494, -1.090], [-1.350, -2.425, -0.167], [-0.442, -3.866, -1.868], [1.718, -2.590, -2.107], [2.045, -4.367, -1.941], [3.499, -2.911, -0.339], [3.017, -4.350, 1.650], [2.631, -5.342, 0.244], [0.661, -5.362, 1.890], [-1.055, -4.840, 0.242], [0.306, -5.674, -0.499], [0.815, -3.021, 2.804], [-0.806, -3.262, 2.079], [2.110, -0.989, -0.049], [2.567, -1.657, 1.476]],
  "mulliken_spin": [1.103, 0.022, 0.015, 0.095, 0.099, -0.053, 0.151, -0.072, 0.104, -0.008, 0.839, 0.000, 0.009, -0.004, -0.003, 0.049, 0.286, -0.138, 0.287, 0.054, 0.059, 0.264, 0.118, -0.046, 0.084, -0.047, 0.074, -0.042, -0.004, 0.003, -0.001, 0.007, 0.008, 0.007, 0.042, -0.016, 0.003, 0.089, -0.222, 0.192, 0.658, -0.128, 0.005, 0.027, -0.003, 0.005, 0.002, 0.005, 0.000, 0.041, 0.013, -0.001, 0.000, -0.005, 0.002, -0.001, 0.000, 0.000, -0.002, 0.019, -0.026, -0.001, 0.002, 0.001, 0.000, 0.000, 0.000, 0.000, -0.001, 0.000, 0.000, -0.016, 0.010, -0.002, -0.006],
  "lumo_ev": [-0.1, -2.5],
  "charge": 0,
  "gap_ev": [7.3, 5.7],
  "spin_multiplicity": 5
}


3.
{
  "formula": "C32H64O24V",
  "method": "wB97M-V/def2-TZVPD",
  "species": ["V", "C", "C", "O", "C", "O", "O", "C", "H", "H", "H", "H", "H", "H", "H", "H", "C", "C", "O", "C", "O", "O", "C", "H", "H", "H", "H", "H", "H", "H", "H", "C", "C", "O", "C", "O", "O", "C", "H", "H", "H", "H", "H", "H", "H", "H", "C", "C", "O", "C", "O", "O", "C", "H", "H", "H", "H", "H", "H", "H", "H", "C", "C", "O", "C", "O", "O", "C", "H", "H", "H", "H", "H", "H", "H", "H", "C", "C", "O", "C", "O", "O", "C", "H", "H", "H", "H", "H", "H", "H", "H", "C", "C", "O", "C", "O", "O", "C", "H", "H", "H", "H", "H", "H", "H", "H", "C", "C", "O", "C", "O", "O", "C", "H", "H", "H", "H", "H", "H", "H", "H"],
  "coordinates": [[-10.418, -34.898, 11.673], [-5.680, -38.885, 14.001], [-5.863, -38.394, 12.595], [-7.095, -37.647, 12.562], [-7.522, -37.079, 11.445], [-8.547, -36.450, 11.433], [-6.700, -37.283, 10.432], [-7.136, -36.890, 9.135], [-6.463, -39.581, 14.300], [-5.702, -38.046, 14.701], [-4.714, -39.373, 14.116], [-5.906, -39.232, 11.898], [-5.034, -37.743, 12.319], [-7.709, -35.964, 9.163], [-7.740, -37.677, 8.689], [-6.242, -36.744, 8.536], [-5.745, -31.347, 9.579], [-6.166, -32.679, 9.000], [-7.213, -33.288, 9.798], [-8.470, -32.974, 9.633], [-9.342, -33.574, 10.207], [-8.643, -31.986, 8.774], [-10.013, -31.654, 8.453], [-5.522, -31.423, 10.647], [-6.555, -30.624, 9.498], [-4.834, -30.980, 9.110], [-5.362, -33.409, 9.044], [-6.520, -32.573, 7.976], [-10.412, -32.387, 7.755], [-10.000, -30.653, 8.040], [-10.627, -31.655, 9.353], [-13.861, -35.691, 8.170], [-12.574, -35.054, 7.655], [-11.591, -36.072, 7.399], [-10.738, -36.404, 8.352], [-10.667, -35.928, 9.448], [-9.965, -37.406, 7.988], [-9.821, -37.758, 6.592], [-14.411, -36.113, 7.328], [-14.468, -34.956, 8.687], [-13.661, -36.538, 8.831], [-12.179, -34.276, 8.304], [-12.760, -34.667, 6.656], [-9.016, -38.487, 6.564], [-9.463, -36.888, 6.044], [-10.739, -38.183, 6.204], [-16.027, -37.427, 11.896], [-15.500, -36.215, 12.628], [-14.132, -35.927, 12.292], [-13.777, -34.850, 11.626], [-12.644, -34.653, 11.303], [-14.782, -34.031, 11.349], [-14.403, -32.734, 10.914], [-15.784, -37.437, 10.830], [-17.116, -37.433, 11.919], [-15.648, -38.341, 12.351], [-15.511, -36.439, 13.698], [-16.173, -35.367, 12.536], [-13.736, -32.770, 10.058], [-13.946, -32.153, 11.715], [-15.311, -32.191, 10.660], [-13.393, -40.179, 10.446], [-12.682, -38.898, 10.780], [-11.476, -39.210, 11.486], [-10.904, -38.231, 12.168], [-11.137, -37.061, 11.977], [-10.028, -38.646, 13.043], [-9.789, -40.051, 13.194], [-14.170, -39.994, 9.702], [-13.802, -40.673, 11.323], [-12.714, -40.867, 9.935], [-13.296, -38.261, 11.418], [-12.485, -38.332, 9.865], [-9.119, -40.163, 14.043], [-9.311, -40.442, 12.301], [-10.709, -40.565, 13.461], [-5.129, -34.165, 12.322], [-6.076, -33.222, 13.027], [-6.703, -33.853, 14.147], [-7.929, -34.340, 14.009], [-8.625, -34.229, 13.034], [-8.417, -34.806, 15.148], [-7.583, -35.325, 16.183], [-5.608, -35.109, 12.104], [-4.263, -34.345, 12.969], [-4.693, -33.703, 11.436], [-6.828, -32.889, 12.310], [-5.575, -32.320, 13.369], [-6.530, -35.119, 16.021], [-7.679, -36.417, 16.213], [-7.969, -34.968, 17.133], [-13.732, -33.471, 16.504], [-13.367, -34.279, 15.288], [-12.375, -35.246, 15.668], [-11.447, -35.620, 14.791], [-11.285, -35.101, 13.722], [-10.694, -36.597, 15.232], [-10.984, -37.200, 16.509], [-14.256, -34.063, 17.254], [-14.391, -32.636, 16.247], [-12.881, -32.976, 16.976], [-12.968, -33.625, 14.507], [-14.220, -34.806, 14.862], [-10.204, -37.953, 16.621], [-11.942, -37.711, 16.476], [-10.893, -36.497, 17.331], [-11.952, -28.855, 10.417], [-11.786, -29.461, 11.787], [-11.613, -30.887, 11.583], [-11.073, -31.637, 12.515], [-10.836, -32.801, 12.330], [-10.900, -30.992, 13.660], [-10.375, -31.748, 14.752], [-12.703, -29.436, 9.881], [-11.001, -28.895, 9.885], [-12.215, -27.801, 10.464], [-12.637, -29.267, 12.437], [-10.876, -29.087, 12.254], [-10.300, -31.063, 15.588], [-9.388, -32.163, 14.558], [-11.052, -32.569, 14.978]],
  "mulliken_spin": [2.795, 0.000, 0.000, -0.008, -0.020, 0.023, -0.001, 0.000, 0.000, 0.000, 0.000, 0.000, 0.000, 0.002, 0.000, 0.000, 0.000, 0.000, 0.005, 0.027, 0.017, 0.001, 0.001, 0.000, 0.000, 0.000, 0.000, 0.000, 0.000, 0.000, -0.003, -0.001, -0.001, -0.001, 0.003, -0.017, 0.000, 0.000, 0.000, 0.000, 0.000, -0.001, 0.000, 0.000, 0.000, 0.000, 0.000, 0.000, 0.003, 0.024, 0.021, 0.001, -0.001, 0.000, 0.000, 0.000, 0.000, 0.000, -0.002, -0.001, 0.000, 0.000, -0.002, 0.000, 0.019, 0.051, 0.006, 0.000, 0.000, 0.000, 0.000, 0.000, -0.001, 0.000, 0.000, 0.000, 0.000, 0.000, 0.000, -0.014, 0.037, 0.001, 0.000, -0.001, 0.000, 0.000, -0.001, 0.000, 0.000, 0.000, 0.000, 0.000, 0.001, -0.001, 0.005, 0.055, 0.001, 0.000, 0.000, 0.000, 0.000, -0.002, 0.000, 0.000, 0.000, 0.000, 0.000, -0.001, -0.005, -0.014, -0.001, 0.001, 0.005, 0.000, 0.000, 0.000, 0.000, 0.000, 0.000, -0.002, -0.003],
  "lumo_ev": [-3.4, -3.4],
  "charge": 2,
  "gap_ev": [8.6, 11.6],
  "spin_multiplicity": 4
}


4.
{
  "formula": "C3H7NO4",
  "method": "wB97M-V/def2-TZVPD",
  "species": ["C", "C", "C", "N", "O", "O", "O", "O", "H", "H", "H", "H", "H", "H", "H"],
  "coordinates": [[-0.636, 0.883, 0.241], [2.472, -0.543, -0.384], [1.769, 0.333, 0.677], [-2.733, -0.308, 0.352], [-0.812, 2.023, 0.064], [-3.700, 0.573, -0.057], [-2.556, -1.314, -0.649], [0.294, 0.049, 0.439], [2.278, -1.517, -0.058], [2.021, -0.351, -1.349], [3.502, -0.343, -0.327], [1.844, 1.334, 0.394], [2.028, 0.351, 1.710], [-3.360, 0.991, -0.880], [-2.412, -2.162, -0.173]],
  "nbo_charge": [0.845, -0.614, -0.067, 0.104, -0.561, -0.547, -0.616, -0.533, 0.215, 0.227, 0.218, 0.183, 0.205, 0.463, 0.478],
  "lumo_ev": [0.6, 0.5],
  "charge": 0,
  "gap_ev": [8.2, 9.2]
}


5.
{
  "formula": "C4H3BrN2O4",
  "method": "wB97M-V/def2-TZVPD",
  "species": ["O", "C", "C", "C", "Br", "N", "O", "O", "C", "O", "N", "H", "H", "H"],
  "coordinates": [[2.715, -0.987, -0.040], [1.574, -0.603, -0.175], [0.674, -0.403, 1.008], [-0.756, 0.068, 0.270], [-2.137, -1.335, 0.245], [-1.357, 1.378, 0.722], [-0.563, 2.241, 0.973], [-2.549, 1.422, 0.715], [-0.409, 0.099, -1.246], [-1.120, 0.347, -2.186], [0.856, -0.502, -1.385], [0.471, -1.338, 1.427], [1.162, 0.120, 1.871], [1.438, -0.506, -2.200]],
  "nbo_charge": [-0.540, 0.680, -0.510, -0.080, 0.123, 0.518, -0.354, -0.317, 0.646, -0.506, -0.642, 0.260, 0.286, 0.438],
  "lumo_ev": -0.6,
  "charge": 0,
  "gap_ev": 10.3
}


6.
{
  "formula": "C4H6F2S",
  "method": "wB97M-V/def2-TZVPD",
  "species": ["C", "C", "S", "C", "C", "F", "F", "H", "H", "H", "H", "H", "H"],
  "coordinates": [[0.869, 0.146, 0.415], [-0.360, -0.324, -0.218], [-0.141, -1.944, -1.037], [-1.411, 0.765, -0.830], [-1.682, -0.028, 0.380], [-1.681, 0.587, 1.608], [-2.712, -0.933, 0.366], [0.978, -0.691, 1.317], [0.777, 1.222, 0.725], [1.755, 0.140, -0.300], [1.150, -1.723, -0.917], [-1.031, 1.875, -0.661], [-1.928, 0.579, -1.825]],
  "nbo_charge": [-0.634, -0.206, 0.025, -0.494, 0.651, -0.332, -0.322, 0.238, 0.237, 0.223, 0.121, 0.237, 0.255],
  "lumo_ev": 0.7,
  "charge": 0,
  "gap_ev": 10.0
}


7.
{
  "formula": "C4H8O2",
  "method": "wB97M-V/def2-TZVPD",
  "species": ["C", "O", "C", "C", "C", "O", "H", "H", "H", "H", "H", "H", "H", "H"],
  "coordinates": [[0.505, -2.236, -0.623], [0.157, -0.905, -0.909], [0.562, -0.023, 0.098], [0.379, 1.410, -0.381], [-1.100, 1.976, 0.502], [0.252, 2.219, 0.779], [1.597, -2.356, -0.543], [0.047, -2.581, 0.318], [0.137, -2.851, -1.448], [1.653, -0.081, 0.278], [0.074, -0.256, 1.065], [-1.028, 1.562, -0.631], [-1.570, 1.221, 1.135], [-1.663, 2.900, 0.360]],
  "nbo_charge": [-0.247, -0.531, -0.187, 0.158, -0.222, -0.533, 0.167, 0.163, 0.197, 0.197, 0.159, 0.256, 0.198, 0.225],
  "lumo_ev": 0.9,
  "charge": 0,
  "gap_ev": 9.4
}